ORCA calculation (the ωB97M-V functional and the def2-TZVPD basis) on C18H41N2OP3SV as an isolated structure in a non-equilibrium geometry.

Positions of all 67 atoms, in Å:
V (-0.64, -0.40, -0.04)
P (0.45, 0.84, 1.72)
P (0.21, -2.43, 0.80)
P (-2.62, 0.07, 1.08)
H (-1.26, -0.63, -2.70)
C (-1.70, 0.16, -2.07)
C (-1.06, 1.38, -1.84)
H (-0.25, 1.70, -2.51)
C (2.24, 1.24, 1.76)
C (0.41, 0.16, 3.44)
C (-0.18, 2.54, 2.00)
C (0.27, -3.68, -0.52)
C (1.94, -2.37, 1.40)
C (-0.68, -3.31, 2.15)
C (-3.36, 1.69, 0.62)
C (-2.90, 0.16, 2.90)
C (-4.04, -1.02, 0.69)
H (-2.78, 0.00, -1.89)
H (-1.59, 2.18, -1.32)
H (2.50, 1.96, 0.97)
H (2.87, 0.35, 1.66)
H (2.42, 1.70, 2.74)
H (0.93, -0.80, 3.53)
H (-0.61, 0.03, 3.81)
H (0.92, 0.88, 4.10)
H (-0.33, 3.05, 1.04)
H (0.57, 3.10, 2.58)
H (-1.12, 2.55, 2.56)
H (-0.47, -4.46, -0.31)
H (1.27, -4.13, -0.59)
H (0.05, -3.22, -1.49)
H (2.22, -3.35, 1.81)
H (2.06, -1.60, 2.18)
H (2.61, -2.11, 0.57)
H (-0.22, -4.29, 2.32)
H (-1.73, -3.45, 1.87)
H (-0.64, -2.72, 3.07)
H (-4.38, 1.75, 1.02)
H (-3.40, 1.81, -0.47)
H (-2.78, 2.53, 1.03)
H (-3.97, 0.20, 3.12)
H (-2.44, 1.05, 3.36)
H (-2.50, -0.73, 3.39)
H (-4.96, -0.47, 0.92)
H (-4.00, -1.95, 1.27)
H (-4.06, -1.30, -0.37)
C (-3.70, -3.18, -2.06)
C (-3.48, -4.54, -2.36)
C (-4.55, -5.28, -2.88)
C (-5.80, -4.69, -3.09)
C (-6.00, -3.35, -2.77)
C (-4.95, -2.58, -2.27)
O (-2.65, -2.34, -1.72)
H (-2.07, -2.58, -0.95)
H (-2.49, -4.96, -2.22)
H (-4.41, -6.32, -3.14)
H (-6.61, -5.28, -3.52)
H (-6.98, -2.87, -2.92)
H (-5.07, -1.51, -2.07)
N (3.79, 0.58, -1.61)
C (2.49, 0.86, -1.45)
N (2.14, 2.16, -1.28)
S (1.37, -0.45, -1.52)
H (4.51, 1.26, -1.38)
H (4.05, -0.39, -1.68)
H (1.16, 2.41, -1.34)
H (2.83, 2.88, -1.52)

Results
- Energy above the lowest of the compared OMol25 structures with the same formula, charge and spin: 0.0 kJ/mol
- Charge: +4
- Frontier orbital gap (spin up / spin down): 2.917 / 2.965 eV
- Multiplicity: 2
- Calculated total energy: -88703.8011 eV

ORCA calculation (the ωB97M-V functional and the def2-TZVPD basis) on C35H51BrCl3GeN3O10P2PtS2Si3 as an isolated structure in a non-equilibrium geometry.

Positions of all 112 atoms, in Å:
Pt (-0.18, 0.46, -0.04)
C (-2.81, 0.28, -4.00)
C (-2.17, 0.24, -2.63)
O (-0.76, 0.31, -2.76)
P (-2.78, 1.58, -1.53)
O (-2.34, 2.92, -2.24)
O (-4.35, 1.62, -1.57)
O (-2.25, 1.43, -0.14)
P (-2.70, -1.24, -1.63)
O (-2.78, -2.48, -2.65)
O (-4.03, -0.98, -1.03)
O (-1.51, -1.53, -0.70)
H (-2.49, 1.18, -4.53)
H (-3.90, 0.30, -3.91)
H (-2.51, -0.59, -4.58)
H (-0.38, 0.12, -1.85)
H (-2.77, 3.71, -1.88)
H (-4.69, 0.77, -1.19)
H (-3.70, -2.62, -2.92)
Br (-0.96, -2.84, 7.60)
C (-1.11, -1.36, 6.43)
C (-1.65, -0.18, 6.90)
C (-1.72, 0.92, 6.05)
C (-1.25, 0.82, 4.75)
C (-0.73, -0.38, 4.29)
C (-0.65, -1.48, 5.13)
C (-0.26, -0.50, 2.87)
O (0.04, -1.66, 2.46)
O (-0.23, 0.56, 2.18)
H (-2.01, -0.11, 7.91)
H (-2.15, 1.85, 6.40)
H (-1.30, 1.67, 4.09)
H (-0.25, -2.41, 4.77)
Cl (-4.94, 5.38, 1.67)
C (-3.26, 5.43, 2.06)
C (-2.63, 4.30, 2.55)
C (-1.28, 4.36, 2.86)
C (-0.54, 5.53, 2.68)
C (0.94, 5.56, 2.98)
C (1.76, 5.43, 1.67)
N (1.29, 4.40, 0.76)
C (1.07, 4.59, -0.58)
C (0.65, 3.41, -1.08)
N (0.56, 2.51, -0.05)
C (0.97, 3.12, 1.05)
O (1.31, 4.55, 3.90)
C (2.52, 4.97, 4.53)
C (3.00, 4.05, 5.60)
C (3.05, 4.38, 6.93)
Cl (2.46, 5.81, 7.65)
S (3.85, 3.19, 7.88)
C (4.09, 2.20, 6.50)
C (3.60, 2.78, 5.37)
C (-1.20, 6.64, 2.17)
Cl (-0.35, 8.13, 1.89)
C (-2.56, 6.61, 1.86)
H (-3.18, 3.38, 2.69)
H (-0.78, 3.48, 3.25)
H (1.20, 6.53, 3.41)
H (2.80, 5.24, 1.95)
H (1.72, 6.37, 1.13)
H (1.26, 5.53, -1.06)
H (0.38, 3.15, -2.09)
H (1.02, 2.69, 2.03)
H (2.37, 5.97, 4.96)
H (3.31, 5.04, 3.78)
H (4.59, 1.26, 6.61)
H (3.66, 2.33, 4.39)
H (-3.05, 7.49, 1.48)
C (-0.34, -5.81, 1.04)
Si (-1.38, -4.24, 1.16)
C (-2.88, -4.39, 0.05)
C (-1.93, -3.85, 2.92)
Ge (0.49, -2.29, 0.37)
Si (1.34, -3.28, -2.26)
C (2.64, -1.93, -2.49)
C (0.14, -3.23, -3.70)
C (2.14, -4.99, -2.14)
Si (3.02, -3.03, 1.52)
C (4.51, -2.31, 0.62)
C (3.19, -4.91, 1.52)
C (2.88, -2.35, 3.27)
H (-0.96, -6.67, 1.29)
H (0.51, -5.79, 1.72)
H (0.05, -5.96, 0.03)
H (-3.54, -5.17, 0.45)
H (-2.61, -4.66, -0.97)
H (-3.45, -3.46, 0.02)
H (-2.67, -4.58, 3.24)
H (-2.38, -2.85, 2.97)
H (-1.09, -3.88, 3.62)
H (2.23, -0.94, -2.29)
H (3.01, -1.94, -3.52)
H (3.49, -2.07, -1.82)
H (-0.28, -2.24, -3.81)
H (-0.68, -3.94, -3.57)
H (0.68, -3.49, -4.61)
H (3.00, -4.99, -1.47)
H (2.49, -5.28, -3.14)
H (1.44, -5.76, -1.80)
H (4.79, -2.89, -0.25)
H (5.35, -2.31, 1.32)
H (4.35, -1.28, 0.31)
H (3.27, -5.32, 0.51)
H (2.37, -5.42, 2.03)
H (4.11, -5.18, 2.05)
H (2.72, -1.27, 3.24)
H (3.81, -2.54, 3.80)
H (2.06, -2.80, 3.82)
S (3.73, 1.14, 1.84)
C (2.72, 0.45, 0.83)
N (2.00, -0.12, 0.07)

Results
- Energy above the lowest of the compared OMol25 structures with the same formula, charge and spin: 140.6 kJ/mol
- Charge: +1
- Frontier orbital gap (spin up / spin down): 6.900 / 5.422 eV
- Multiplicity: 6
- Calculated total energy: -293320.0563 eV

ORCA calculation (the ωB97M-V functional and the def2-TZVPD basis) on C25H28AsFeN4O2S as an isolated structure in a non-equilibrium geometry.

Positions of all 62 atoms, in Å:
Fe (0.63, 0.26, 0.12)
O (-0.78, -3.13, 2.10)
C (-0.34, -2.32, 1.34)
N (-0.41, -0.93, 1.44)
C (-0.94, -0.36, 2.60)
O (-1.21, -0.91, 3.63)
C (-1.14, 1.10, 2.43)
C (-1.80, 1.84, 3.38)
C (-1.97, 3.20, 3.16)
C (-1.49, 3.76, 1.98)
C (-0.83, 2.95, 1.08)
N (-0.63, 1.64, 1.31)
C (0.37, -2.74, 0.10)
C (0.51, -4.08, -0.21)
C (1.18, -4.42, -1.37)
C (1.69, -3.41, -2.18)
C (1.53, -2.10, -1.79)
N (0.88, -1.77, -0.66)
H (-2.18, 1.35, 4.26)
H (-2.46, 3.82, 3.90)
H (-1.64, 4.80, 1.75)
H (-0.44, 3.34, 0.15)
H (0.09, -4.81, 0.46)
H (1.29, -5.46, -1.65)
H (2.21, -3.64, -3.10)
H (1.93, -1.29, -2.38)
S (1.08, 2.18, -4.06)
C (0.50, 1.12, -2.87)
N (0.79, 1.43, -1.63)
C (1.54, 2.61, -1.57)
C (2.02, 3.25, -0.42)
C (2.78, 4.38, -0.56)
C (3.05, 4.92, -1.82)
C (2.56, 4.32, -2.97)
C (1.81, 3.16, -2.82)
H (-0.09, 0.25, -3.14)
H (1.77, 2.85, 0.56)
H (3.17, 4.88, 0.32)
H (3.65, 5.82, -1.91)
H (2.76, 4.75, -3.94)
C (3.72, -2.60, 1.30)
C (3.17, -1.60, 2.30)
As (2.67, 0.13, 1.54)
C (4.31, 0.75, 0.66)
C (5.55, 0.79, 1.54)
C (2.30, 1.19, 3.16)
C (3.38, 1.16, 4.24)
H (3.99, -3.52, 1.82)
H (4.61, -2.23, 0.80)
H (2.98, -2.87, 0.54)
H (3.92, -1.37, 3.05)
H (2.29, -1.98, 2.82)
H (4.09, 1.72, 0.22)
H (4.44, 0.04, -0.16)
H (5.54, 1.64, 2.21)
H (6.43, 0.89, 0.90)
H (5.68, -0.12, 2.12)
H (1.37, 0.77, 3.54)
H (2.10, 2.21, 2.84)
H (3.56, 0.15, 4.61)
H (3.02, 1.75, 5.09)
H (4.31, 1.59, 3.91)

Results
- Energy above the lowest of the compared OMol25 structures with the same formula, charge and spin: 0.0 kJ/mol
- Charge: +2
- Frontier orbital gap (spin up / spin down): 9.191 / 6.855 eV
- Multiplicity: 6
- Calculated total energy: -142483.0968 eV

ORCA calculation (the ωB97M-V functional and the def2-TZVPD basis) on a 6-piece molecular cluster, C36H86F3I2N5O12P overall.

Positions of all 145 atoms, in Å:
C (-3.60, -0.58, 2.03)
C (-4.75, -1.57, 1.88)
I (-3.95, -3.49, 2.50)
C (-6.03, -1.32, 2.66)
I (-6.57, 0.77, 2.39)
P (-7.48, -2.59, 2.25)
C (-8.74, -4.08, 1.92)
F (-8.05, -5.26, 1.94)
F (-9.38, -4.09, 0.71)
F (-9.74, -4.25, 2.83)
O (-8.54, -1.86, 3.38)
C (-9.54, -1.04, 2.84)
C (-9.42, -1.09, 1.31)
O (-8.16, -1.64, 1.01)
H (-3.82, 0.33, 1.47)
H (-2.68, -1.02, 1.64)
H (-3.45, -0.31, 3.08)
H (-5.01, -1.72, 0.83)
H (-5.83, -1.36, 3.74)
H (-6.98, -3.40, 3.32)
H (-6.65, -3.21, 1.27)
H (-9.42, -0.01, 3.22)
H (-10.52, -1.41, 3.17)
H (-9.49, -0.08, 0.88)
H (-10.20, -1.72, 0.87)
C (-0.95, -4.81, 4.24)
O (-1.65, -5.76, 3.46)
C (-0.85, -6.67, 2.74)
C (-1.04, -8.08, 3.26)
N (-0.53, -8.20, 4.62)
C (-0.84, -9.45, 5.28)
C (-2.31, -9.81, 5.50)
O (-2.98, -8.96, 6.41)
C (-3.58, -7.81, 5.85)
H (-1.68, -4.08, 4.58)
H (-0.46, -5.27, 5.11)
H (-0.19, -4.29, 3.65)
H (0.21, -6.38, 2.80)
H (-1.16, -6.64, 1.69)
H (-0.50, -8.78, 2.62)
H (-2.11, -8.31, 3.17)
H (-0.89, -7.43, 5.17)
H (-0.36, -9.44, 6.26)
H (-0.38, -10.27, 4.71)
H (-2.34, -10.81, 5.93)
H (-2.86, -9.84, 4.55)
H (-3.98, -8.02, 4.85)
H (-2.88, -6.97, 5.76)
H (-4.40, -7.51, 6.50)
C (4.18, -0.83, -0.75)
O (3.29, -1.34, -1.72)
C (3.45, -2.72, -2.00)
C (2.28, -3.54, -1.49)
N (2.26, -3.56, -0.04)
C (1.10, -4.23, 0.55)
C (-0.28, -3.65, 0.28)
O (-0.51, -2.40, 0.89)
C (-0.03, -1.26, 0.21)
H (4.08, 0.25, -0.76)
H (3.95, -1.19, 0.26)
H (5.21, -1.10, -0.97)
H (4.38, -3.09, -1.56)
H (3.52, -2.84, -3.09)
H (2.40, -4.57, -1.85)
H (1.36, -3.14, -1.94)
H (2.31, -2.61, 0.31)
H (1.25, -4.24, 1.63)
H (1.11, -5.27, 0.22)
H (-1.03, -4.32, 0.70)
H (-0.48, -3.58, -0.80)
H (-0.02, -1.42, -0.88)
H (0.98, -0.98, 0.52)
H (-0.70, -0.43, 0.44)
C (12.53, -0.01, -1.73)
O (11.52, -0.40, -2.63)
C (11.49, -1.80, -2.93)
C (10.23, -2.44, -2.39)
N (10.22, -2.44, -0.94)
C (9.00, -2.93, -0.32)
C (7.70, -2.19, -0.60)
O (7.63, -0.90, -0.03)
C (8.22, 0.14, -0.79)
H (12.51, 1.08, -1.69)
H (12.37, -0.40, -0.72)
H (13.52, -0.34, -2.08)
H (12.37, -2.28, -2.50)
H (11.52, -1.91, -4.01)
H (10.20, -3.48, -2.74)
H (9.37, -1.92, -2.84)
H (10.42, -1.50, -0.61)
H (9.15, -2.94, 0.76)
H (8.86, -3.97, -0.63)
H (6.89, -2.76, -0.14)
H (7.49, -2.13, -1.68)
H (8.09, -0.03, -1.87)
H (9.28, 0.27, -0.59)
H (7.71, 1.07, -0.53)
C (-5.55, 7.53, -0.07)
O (-5.86, 6.40, -0.85)
C (-5.30, 6.40, -2.15)
C (-4.25, 5.31, -2.30)
N (-3.09, 5.60, -1.47)
C (-2.08, 4.54, -1.43)
C (-2.48, 3.18, -0.88)
O (-2.74, 3.19, 0.51)
C (-4.08, 3.49, 0.87)
H (-6.14, 7.46, 0.84)
H (-4.49, 7.59, 0.20)
H (-5.82, 8.46, -0.59)
H (-4.85, 7.38, -2.37)
H (-6.10, 6.22, -2.87)
H (-3.94, 5.28, -3.35)
H (-4.73, 4.35, -2.07)
H (-3.40, 5.79, -0.52)
H (-1.24, 4.91, -0.84)
H (-1.71, 4.39, -2.46)
H (-1.63, 2.51, -1.02)
H (-3.33, 2.75, -1.42)
H (-4.79, 3.11, 0.13)
H (-4.25, 4.56, 1.00)
H (-4.29, 2.99, 1.82)
C (4.03, 9.56, -4.17)
O (3.08, 9.11, -5.11)
C (2.93, 7.70, -5.17)
C (1.57, 7.26, -4.68)
N (1.42, 7.51, -3.26)
C (0.10, 7.22, -2.71)
C (-1.09, 8.00, -3.25)
O (-1.09, 9.38, -2.91)
C (-0.36, 10.22, -3.78)
H (4.13, 10.64, -4.30)
H (3.72, 9.37, -3.13)
H (5.00, 9.09, -4.32)
H (3.71, 7.21, -4.58)
H (3.05, 7.39, -6.21)
H (1.47, 6.19, -4.86)
H (0.81, 7.77, -5.30)
H (1.67, 8.47, -3.06)
H (0.15, 7.39, -1.63)
H (-0.10, 6.16, -2.86)
H (-1.98, 7.57, -2.78)
H (-1.20, 7.89, -4.33)
H (-0.44, 9.88, -4.82)
H (0.70, 10.28, -3.53)
H (-0.80, 11.22, -3.71)

Results
- Charge: -1
- Frontier orbital gap: 6.727 eV
- Calculated total energy: -104384.4519 eV

Among the records above, which one has the highest charge? C18H41N2OP3SV

Look up the charge of the second one. +1

What did the third record say?
ORCA calculation (the ωB97M-V functional and the def2-TZVPD basis) on C25H28AsFeN4O2S as an isolated structure in a non-equilibrium geometry.

Positions of all 62 atoms, in Å:
Fe (0.63, 0.26, 0.12)
O (-0.78, -3.13, 2.10)
C (-0.34, -2.32, 1.34)
N (-0.41, -0.93, 1.44)
C (-0.94, -0.36, 2.60)
O (-1.21, -0.91, 3.63)
C (-1.14, 1.10, 2.43)
C (-1.80, 1.84, 3.38)
C (-1.97, 3.20, 3.16)
C (-1.49, 3.76, 1.98)
C (-0.83, 2.95, 1.08)
N (-0.63, 1.64, 1.31)
C (0.37, -2.74, 0.10)
C (0.51, -4.08, -0.21)
C (1.18, -4.42, -1.37)
C (1.69, -3.41, -2.18)
C (1.53, -2.10, -1.79)
N (0.88, -1.77, -0.66)
H (-2.18, 1.35, 4.26)
H (-2.46, 3.82, 3.90)
H (-1.64, 4.80, 1.75)
H (-0.44, 3.34, 0.15)
H (0.09, -4.81, 0.46)
H (1.29, -5.46, -1.65)
H (2.21, -3.64, -3.10)
H (1.93, -1.29, -2.38)
S (1.08, 2.18, -4.06)
C (0.50, 1.12, -2.87)
N (0.79, 1.43, -1.63)
C (1.54, 2.61, -1.57)
C (2.02, 3.25, -0.42)
C (2.78, 4.38, -0.56)
C (3.05, 4.92, -1.82)
C (2.56, 4.32, -2.97)
C (1.81, 3.16, -2.82)
H (-0.09, 0.25, -3.14)
H (1.77, 2.85, 0.56)
H (3.17, 4.88, 0.32)
H (3.65, 5.82, -1.91)
H (2.76, 4.75, -3.94)
C (3.72, -2.60, 1.30)
C (3.17, -1.60, 2.30)
As (2.67, 0.13, 1.54)
C (4.31, 0.75, 0.66)
C (5.55, 0.79, 1.54)
C (2.30, 1.19, 3.16)
C (3.38, 1.16, 4.24)
H (3.99, -3.52, 1.82)
H (4.61, -2.23, 0.80)
H (2.98, -2.87, 0.54)
H (3.92, -1.37, 3.05)
H (2.29, -1.98, 2.82)
H (4.09, 1.72, 0.22)
H (4.44, 0.04, -0.16)
H (5.54, 1.64, 2.21)
H (6.43, 0.89, 0.90)
H (5.68, -0.12, 2.12)
H (1.37, 0.77, 3.54)
H (2.10, 2.21, 2.84)
H (3.56, 0.15, 4.61)
H (3.02, 1.75, 5.09)
H (4.31, 1.59, 3.91)

Results
- Energy above the lowest of the compared OMol25 structures with the same formula, charge and spin: 0.0 kJ/mol
- Charge: +2
- Frontier orbital gap (spin up / spin down): 9.191 / 6.855 eV
- Multiplicity: 6
- Calculated total energy: -142483.0968 eV